# 1
Entry from the Open Molecules 2025 dataset: a 10-piece molecular cluster, H20O10 overall (wB97M-V/def2-TZVPD).

Computed properties:
Structure (SMILES) = O.O.O.O.O.O.O.O.O.O
Energy above the lowest of the compared OMol25 structures with the same formula, charge and spin = 281.1 kJ/mol

Geometry as XYZ:
```
30
Properties=species:S:1:pos:R:3:forces:R:3:nbo_charge:R:1
O 22.19598 6.82828 -1.99433 0.00 -0.06 0.11 -0.960
H 22.05268 6.77858 -1.04223 -0.01 0.03 0.03 0.487
H 22.09410 5.92298 -2.31120 -0.01 -0.01 -0.05 0.489
O 21.25889 5.35256 -7.11364 0.06 -0.02 0.17 -0.939
H 21.94399 5.45216 -6.44650 0.07 0.05 -0.06 0.466
H 21.39718 4.47629 -7.48438 -0.06 0.02 -0.08 0.476
O 25.30768 8.35699 -5.61746 -0.08 -0.01 -0.03 -0.940
H 25.11096 8.30939 -4.67536 0.07 -0.06 0.04 0.477
H 25.50879 7.45326 -5.87472 0.04 -0.01 0.00 0.460
O 19.52079 6.48161 -3.58268 0.11 -0.01 0.08 -0.960
H 19.84226 6.74859 -2.71485 0.02 0.14 -0.03 0.479
H 18.91646 5.75079 -3.41875 -0.01 -0.04 -0.15 0.482
O 19.44110 7.73301 -7.55081 -0.10 -0.01 0.15 -0.942
H 19.33695 8.49872 -6.97907 0.09 0.13 -0.14 0.459
H 20.27852 7.33384 -7.28848 0.01 -0.05 -0.20 0.482
O 21.54740 8.15138 -5.36535 -0.03 -0.30 0.22 -0.962
H 22.27355 7.83430 -4.81729 0.11 0.05 -0.10 0.472
H 20.80542 7.56838 -5.15252 -0.06 0.05 0.12 0.493
O 17.13474 6.73120 -5.53764 -0.12 -0.10 0.08 -0.927
H 16.66658 6.25473 -4.84616 -0.08 0.08 0.01 0.453
H 17.81631 7.23186 -5.07807 0.09 -0.04 -0.05 0.474
O 23.41954 10.07450 -3.32546 0.05 -0.07 0.12 -0.957
H 24.08650 9.46537 -2.97890 -0.04 0.05 -0.01 0.483
H 22.58627 9.60092 -3.23597 -0.07 0.08 -0.01 0.466
O 24.89278 7.61763 -2.65497 -0.12 -0.08 0.22 -0.984
H 25.59690 7.44997 -2.02091 0.09 0.06 -0.08 0.485
H 24.07878 7.30037 -2.22787 0.01 0.03 -0.19 0.497
O 22.40806 10.85737 -6.09397 -0.05 0.19 0.08 -0.957
H 23.03347 11.22376 -5.46135 0.06 -0.02 -0.01 0.472
H 22.17221 10.01044 -5.69888 -0.07 -0.06 -0.23 0.479
```
Positions in Å, forces in eV/Å.

---

# 2
Entry from the Open Molecules 2025 dataset: one molecule with the formula CH2BrNOS (wB97M-V/def2-TZVPD).

Computed properties:
Structure (SMILES) = O=C(Br)NS
Energy above the lowest of the compared OMol25 structures with the same formula, charge and spin = 24.3 kJ/mol

Geometry as XYZ:
```
7
Properties=species:S:1:pos:R:3:forces:R:3:nbo_charge:R:1
O 1.51753 -0.48230 -0.42116 -0.12 -0.14 -0.16 -0.531
C 0.70297 -0.23395 0.39211 -2.88 1.57 0.92 0.629
Br 1.03689 -0.15763 2.30898 0.20 -0.23 -0.09 -0.039
N -0.64405 0.29240 0.19406 2.96 -1.21 -0.80 -0.790
S -1.24480 0.11136 -1.42165 -0.32 -0.02 -0.01 0.165
H -1.32735 0.17540 0.92449 0.18 -0.08 0.17 0.423
H -0.04118 0.29472 -1.97683 -0.02 0.10 -0.03 0.142
```
Positions in Å, forces in eV/Å.

---

# 3
Entry from the Open Molecules 2025 dataset: C18H24N2OS2 as an isolated structure (wB97M-V/def2-TZVPD).

Computed properties:
Energy above the lowest of the compared OMol25 structures with the same formula, charge and spin = 1439.4 kJ/mol

Geometry as XYZ:
```
47
Properties=species:S:1:pos:R:3:forces:R:3:nbo_charge:R:1
C -1.01879 6.02175 1.71577 2.43 1.81 -6.93 -0.594
C 0.46248 5.48628 1.33857 0.53 4.75 1.28 -0.380
C 0.69263 3.93631 1.57964 -1.21 6.80 1.64 -0.470
C 2.08563 3.64042 1.20929 -1.37 1.96 -1.75 -0.629
H 2.83824 4.16883 1.74062 0.35 0.26 1.36 0.263
H 2.32595 4.02873 0.22089 -0.29 -0.50 -0.50 0.245
S 2.15432 2.02367 1.52266 3.63 -4.65 2.76 0.393
C 1.43631 1.14952 0.27534 -1.13 -0.49 0.46 -0.354
C 1.02975 -0.13323 0.48532 -3.45 -0.93 -4.68 -0.286
C 0.09967 -0.86353 -0.56265 4.50 2.99 4.24 0.623
O -0.14397 -2.02446 -0.28410 -1.40 -0.11 -1.83 -0.651
N -0.09817 0.03563 -1.51733 -7.11 -4.53 -7.09 -0.246
N 0.18094 1.26132 -1.97636 4.23 1.71 8.40 -0.230
C 0.91158 1.74289 -0.79358 -0.47 5.44 -9.56 0.029
H 1.31322 2.80977 -1.18464 -1.01 -2.24 1.65 0.197
C -1.14752 -0.45396 -2.59270 6.87 3.71 -3.69 0.124
C -0.84395 -0.12914 -4.06517 4.81 2.99 9.63 -0.167
C -1.56590 -0.56252 -4.99754 0.37 -2.81 -6.44 -0.269
C -2.46773 -1.60585 -4.74104 -4.60 0.87 2.52 -0.194
C -2.94328 -1.82306 -3.37226 3.83 0.54 -4.70 -0.192
C -2.03189 -1.33273 -2.44063 -7.50 -4.36 7.72 -0.204
H -2.44584 -1.57884 -1.21511 1.69 0.53 -3.59 0.204
H -3.70376 -2.52548 -3.16646 -0.73 -0.36 0.31 0.222
H -3.25514 -1.78729 -5.45696 0.40 -0.83 -0.71 0.207
H -0.94224 -0.39036 -5.97982 -2.40 -0.49 1.06 0.226
H 0.11661 0.42125 -4.11690 -1.00 -0.05 -0.64 0.230
S 1.43687 -0.91769 1.77529 2.87 -2.65 6.38 0.397
C 0.53740 -2.51403 2.37081 -7.35 9.11 1.04 -0.439
C 0.93726 -3.61773 1.75714 2.65 -8.55 -4.87 -0.492
C 0.11668 -4.93196 2.13096 3.81 -0.29 3.47 -0.351
C 0.86902 -6.26402 1.65172 -4.30 1.95 -4.26 -0.604
H 1.90205 -6.33145 1.87406 0.73 -0.15 0.64 0.215
H 0.16854 -7.10527 1.92900 1.40 0.56 -0.27 0.222
H 0.77084 -6.11867 0.38857 0.53 -0.91 3.32 0.186
H -0.84430 -4.73564 1.73356 -1.32 -0.71 0.03 0.208
H 0.21373 -5.07605 3.40607 -1.05 0.86 -3.45 0.174
H 1.20114 -3.68582 0.54039 -1.21 0.81 3.36 0.259
H 1.83523 -3.81583 2.21316 3.02 -1.02 0.61 0.195
H -0.52875 -2.21985 1.89761 1.78 -0.58 1.54 0.233
H 0.38261 -2.38268 3.53544 1.02 -0.51 -2.44 0.263
H 0.22039 3.79217 2.57408 1.76 -0.27 0.32 0.229
H -0.18317 3.71599 1.10706 -1.50 -2.49 -2.95 0.236
H 1.15792 6.25277 2.06903 -1.36 -2.45 -1.76 0.173
H 0.67980 6.00296 0.27708 -0.23 -1.96 1.97 0.204
H -0.92606 7.21472 1.61163 -0.82 -2.85 0.36 0.216
H -1.25262 5.68744 2.60862 -1.37 -1.17 4.59 0.183
H -1.73374 5.53469 0.92386 0.97 1.31 1.46 0.194
```
Positions in Å, forces in eV/Å.

---

# 4
Entry from the Open Molecules 2025 dataset: ArH20O10 as an isolated structure (wB97M-V/def2-TZVPD).

Computed properties:
Energy above the lowest of the compared OMol25 structures with the same formula, charge and spin = 51.1 kJ/mol

Geometry as XYZ:
```
31
Properties=species:S:1:pos:R:3:forces:R:3:nbo_charge:R:1
Ar 0.15396 0.42114 0.47930 0.00 0.05 -0.02 0.000
O 0.08182 -2.61776 -2.38839 0.48 0.27 -0.57 -0.958
H -0.37321 -2.61365 -1.54628 -0.32 0.01 0.70 0.501
H 0.66596 -3.37462 -2.34185 -0.10 -0.40 -0.04 0.459
O 4.04158 0.57744 -1.21995 0.11 0.52 0.13 -0.955
H 3.71654 -0.32105 -1.16254 -0.19 -0.46 -0.23 0.483
H 4.89454 0.55225 -0.78629 0.22 0.11 0.05 0.458
O -1.23149 -2.60009 0.23715 -0.11 -0.05 -0.35 -0.964
H -1.20330 -3.24488 0.94402 0.09 -0.23 0.13 0.487
H -1.52358 -1.79271 0.66029 0.02 0.32 0.17 0.486
O -2.23827 3.75104 1.17823 0.07 0.23 0.65 -0.976
H -2.11882 3.44127 0.28045 -0.25 -0.18 -0.90 0.502
H -1.39384 4.13528 1.41388 0.19 0.10 0.22 0.473
O -3.32719 1.49741 2.41411 -0.29 -0.89 0.21 -0.976
H -3.72264 2.02281 3.10967 -0.06 0.12 0.08 0.464
H -2.84890 2.12991 1.87800 0.29 0.66 -0.17 0.493
O -2.59663 0.17849 -2.40153 0.17 0.27 0.07 -0.935
H -3.50473 0.29107 -2.68242 -0.31 -0.09 -0.22 0.474
H -2.63831 -0.48859 -1.71633 0.05 -0.35 0.17 0.480
O 2.29036 1.05379 3.27214 -0.10 0.13 -0.08 -0.929
H 3.10119 0.75071 2.86356 0.23 0.06 -0.13 0.462
H 2.15132 0.45293 4.00417 -0.11 -0.14 0.22 0.469
O -2.61017 2.80517 -1.34762 0.08 0.52 0.12 -0.971
H -3.43315 3.05954 -1.76503 -0.16 0.23 0.01 0.474
H -2.53956 1.86445 -1.50977 0.25 -0.68 -0.28 0.498
O 2.60300 -2.12777 1.20477 0.01 -0.23 0.80 -0.963
H 2.60400 -1.81299 0.30081 -0.07 -0.02 -0.57 0.486
H 3.02470 -1.42774 1.70313 -0.01 0.09 0.20 0.454
O 2.81760 -1.92267 -1.45317 0.32 -0.03 -0.11 -0.972
H 3.15336 -2.79221 -1.67087 0.30 -0.21 0.06 0.486
H 2.00388 -1.84788 -1.95167 -0.79 0.26 -0.30 0.510
```
Positions in Å, forces in eV/Å.

---

# 5
Entry from the Open Molecules 2025 dataset: a 8-piece molecular cluster, C10H36N12O10 overall (wB97M-V/def2-TZVPD).

Computed properties:
Structure (SMILES) = NC(N)=O.NC(N)=O.NC(N)=O.NC(N)=O.NC(N)=O.NC(N)=O.OCCO.OCCO
Energy above the lowest of the compared OMol25 structures with the same formula, charge and spin = 30.7 kJ/mol

Geometry as XYZ:
```
68
Properties=species:S:1:pos:R:3:forces:R:3:nbo_charge:R:1
N -2.28971 2.95948 0.39753 0.31 0.36 0.02 -0.844
C -1.72787 1.79559 0.88610 1.00 0.26 -0.81 0.810
N -2.43262 1.15080 1.82183 -0.23 -1.10 1.66 -0.812
O -0.67445 1.29855 0.40448 -1.61 0.77 0.33 -0.746
H -2.58255 3.70387 1.03909 0.12 -0.84 -0.07 0.415
H -1.74688 3.32676 -0.36619 0.10 0.11 -0.07 0.391
H -3.10108 1.53625 2.48405 0.20 0.60 -0.86 0.410
H -1.93863 0.39100 2.26712 0.14 -0.15 -0.29 0.402
N 0.30447 -4.58083 -1.10991 -0.93 -2.11 -1.12 -0.829
C 0.80106 -4.24050 0.06455 1.01 1.67 -0.35 0.780
N 1.69769 -3.15668 0.02488 -1.40 -1.31 -3.23 -0.858
O 0.46472 -4.72307 1.12580 -0.34 -0.50 1.00 -0.695
H -0.24062 -5.44996 -1.13226 0.34 0.90 -0.06 0.404
H 0.41794 -4.04885 -1.95450 0.04 0.30 -0.05 0.436
H 2.43743 -3.13300 -0.66677 -0.29 -0.05 0.20 0.395
H 1.93562 -2.99453 0.91948 1.73 1.00 3.40 0.375
N 4.01218 -0.33668 0.96866 0.50 0.92 -2.63 -0.847
C 3.28395 0.54590 0.16486 0.88 -0.38 -0.44 0.792
N 2.14147 0.96521 0.78879 2.06 0.32 -0.34 -0.871
O 3.65227 0.89908 -0.97209 -0.72 -0.19 1.21 -0.704
H 5.01849 -0.38009 0.85656 -0.41 0.08 -0.07 0.399
H 3.64054 -0.40142 1.85909 -0.44 -0.43 2.21 0.396
H 1.92682 0.47709 1.61631 -0.08 -0.64 1.62 0.406
H 1.32883 1.03393 0.27347 -1.78 0.81 -1.78 0.412
N -1.43954 -0.29957 -2.92832 -1.97 -1.20 -0.21 -0.842
C -0.34387 -1.07627 -2.99897 0.06 -0.10 0.84 0.793
N 0.79067 -0.42316 -3.21813 0.44 2.59 -0.68 -0.823
O -0.38887 -2.31227 -2.82857 -0.22 0.16 -0.10 -0.763
H -1.56741 0.71617 -2.82808 0.73 -1.01 -0.21 0.439
H -2.24120 -0.93243 -2.84888 -0.09 1.09 0.18 0.416
H 1.65381 -0.72000 -2.85026 0.82 -0.81 0.32 0.401
H 0.66844 0.60203 -3.19345 0.27 -0.77 -0.09 0.405
N 1.00120 3.49108 2.48741 0.43 0.29 -0.21 -0.853
C 0.05321 3.14977 3.42657 1.19 -0.17 -1.89 0.778
N 0.43202 2.22634 4.30711 2.74 -1.06 0.68 -0.828
O -1.06877 3.60658 3.40543 -1.12 0.61 -0.05 -0.701
H 1.86011 2.96777 2.27908 -0.94 0.12 0.42 0.407
H 0.59356 3.92582 1.68045 0.10 0.23 -0.12 0.397
H -0.30681 1.74611 4.69702 -1.71 -0.93 1.24 0.388
H 1.27233 1.63370 4.20336 -0.81 0.79 -0.28 0.409
N 0.05981 -1.24819 1.64947 0.56 -0.54 1.55 -0.861
C 0.98753 -1.48225 2.62723 1.15 0.10 1.72 0.783
N 1.16172 -2.69131 3.32578 -3.22 -1.04 -3.57 -0.850
O 1.72891 -0.57165 3.06450 -0.46 0.48 -0.58 -0.766
H -0.06101 -0.33082 1.26863 0.27 0.86 0.08 0.428
H -0.28698 -1.90324 0.99532 -0.47 -1.33 -0.26 0.434
H 0.71664 -3.53133 2.81361 1.20 1.32 1.26 0.428
H 2.05474 -2.80747 3.74997 0.41 0.06 0.12 0.403
O 1.95740 3.30457 -1.39571 0.49 -0.65 1.34 -0.774
C 2.00842 3.56634 -2.76535 -0.33 -2.90 -0.68 -0.084
C 0.53627 3.41570 -3.34304 0.69 0.12 -2.08 -0.097
O -0.24996 2.37225 -2.74266 0.66 0.65 -0.93 -0.763
H 2.54757 2.51857 -1.20519 -0.62 0.95 -0.18 0.515
H 2.36774 4.54509 -2.99363 0.29 0.80 -0.10 0.174
H 2.76956 2.77838 -3.15132 -1.47 1.35 -0.27 0.173
H 0.62935 3.18892 -4.46880 -0.21 0.14 1.63 0.182
H -0.02275 4.37750 -3.31202 0.42 -0.47 0.38 0.168
H -0.01205 2.38782 -1.82020 0.27 -0.13 1.09 0.498
O -1.93495 -2.32426 -0.58838 2.22 0.70 0.62 -0.790
C -3.13432 -2.98668 -0.50322 -1.00 0.12 -1.36 -0.074
C -4.24550 -1.97443 -0.39909 -0.38 -0.03 0.80 -0.078
O -4.49496 -1.34419 -1.62726 0.19 0.32 -0.72 -0.732
H -1.37690 -2.48380 -1.39776 -0.81 -0.22 0.49 0.518
H -3.26380 -3.50850 -1.45769 -0.44 -0.43 0.18 0.172
H -3.26821 -3.69442 0.32595 0.61 0.07 0.04 0.167
H -4.07349 -1.25631 0.40230 0.66 0.31 0.00 0.162
H -5.12394 -2.47112 -0.05166 -0.98 -0.79 0.05 0.149
H -5.27477 -0.78469 -1.55250 0.14 -0.06 0.03 0.473
```
Positions in Å, forces in eV/Å.

---

# 6
Entry from the Open Molecules 2025 dataset: one molecule with the formula C5H10N2 (wB97M-V/def2-TZVPD).

Computed properties:
Structure (SMILES) = N[C@]12CCN[C@@H]1C2
Energy above the lowest of the compared OMol25 structures with the same formula, charge and spin = 729.6 kJ/mol

Geometry as XYZ:
```
17
Properties=species:S:1:pos:R:3:forces:R:3:nbo_charge:R:1
N -1.13753 1.21946 -0.76712 1.85 -1.83 -3.83 -0.848
C -0.56823 0.40387 0.26752 -3.21 -1.95 0.30 0.138
C 0.70799 0.86652 0.97010 -0.81 1.19 -6.50 -0.477
C 1.75383 0.09628 0.06059 2.35 -0.98 -0.18 -0.268
N 0.74676 -0.81829 -1.02234 6.26 -2.90 0.86 -0.588
C -0.21155 -1.07915 -0.05010 0.75 3.00 5.54 -0.107
C -1.56043 -0.92620 0.49116 -3.03 2.47 -0.90 -0.367
H -1.01864 2.14036 -0.48247 -0.09 2.11 0.46 0.353
H -0.57023 1.17610 -1.77082 -1.51 -0.17 3.30 0.356
H 0.69420 1.92191 0.74343 0.65 0.52 1.02 0.225
H 0.54787 0.50531 1.87690 0.59 -0.69 4.53 0.221
H 2.40115 -0.55030 0.83577 -1.75 0.42 -1.93 0.194
H 2.67167 0.57727 -0.51965 -2.53 -0.25 0.86 0.223
H 1.46995 -1.71066 -1.00846 -2.26 2.38 -0.82 0.350
H 0.26455 -0.98368 1.07343 -0.22 -2.88 -2.48 0.144
H -2.50821 -0.76145 -0.12763 1.66 -0.15 0.37 0.228
H -1.94657 -1.29101 1.47007 1.30 -0.28 -0.62 0.222
```
Positions in Å, forces in eV/Å.

---

Calculated total energy: -20799.6989, -85484.2484, -45739.6344, -35154.3900, -49315.9367, -8319.7711 (eV)